Entry 1:
Formula: C4H14NO3
Source: the OMol25 dataset
Level of theory: ωB97M-V with the def2-TZVPD basis set

Properties
LUMO	-3.37	eV
M	124.160	g/mol
HOMO energy	-13.768	eV
frontier orbital gap	0.382	Eh
charge	+1

```
22
Properties=species:S:1:pos:R:3:lowdin_charge:R:1
O 0.59 2.34 1.14 0.07
C 1.04 1.22 1.23 -0.12
C 0.14 0.12 0.59 -0.24
C 0.76 -1.28 0.56 -0.24
C 0.92 -1.95 1.88 -0.10
N -0.60 0.39 -0.72 0.18
H 1.98 0.87 1.60 0.13
H -0.67 0.02 1.33 0.15
H 1.62 -1.29 -0.18 0.14
H 0.12 -2.02 -0.03 0.13
H 1.88 -1.78 2.40 0.09
H 0.16 -1.63 2.58 0.08
H 1.06 -3.04 1.92 0.09
H -1.33 -0.39 -0.76 0.17
H -0.01 0.27 -1.54 0.15
H -1.07 1.30 -0.77 0.10
H -0.88 3.48 -1.43 0.09
H -1.02 3.57 0.03 0.10
O -0.66 2.95 -0.64 -0.07
H -1.60 -0.40 -3.40 0.08
H -1.03 -1.75 -3.14 0.08
O -1.39 -1.00 -2.67 -0.05
```

Entry 2:
Formula: C28H41F5N7O3PS2SiZr
Source: the OMol25 dataset
Level of theory: ωB97M-V with the def2-TZVPD basis set

Properties
LUMO	-5.94	eV
M	833.090	g/mol
HOMO energy	-12.534	eV
frontier orbital gap	0.242	Eh
charge	+2

```
89
Properties=species:S:1:pos:R:3:lowdin_charge:R:1
Zr 12.11 11.91 8.62 1.55
C 11.34 14.38 10.74 -0.15
C 12.85 14.16 10.75 -0.18
N 13.17 12.72 10.61 -0.17
C 12.94 11.97 11.87 -0.15
C 11.51 11.43 11.95 -0.15
N 11.03 11.01 10.61 -0.17
C 9.61 11.36 10.38 -0.18
C 9.44 12.88 10.15 -0.15
N 10.70 13.52 9.72 -0.13
H 10.91 14.16 11.74 0.12
H 11.12 15.45 10.55 0.15
H 13.33 14.71 9.92 0.09
H 13.26 14.58 11.69 0.14
H 14.18 12.66 10.42 0.12
H 13.66 11.14 11.91 0.11
H 13.13 12.61 12.75 0.14
H 11.50 10.57 12.66 0.14
H 10.82 12.19 12.36 0.12
H 11.10 9.99 10.56 0.12
H 9.26 10.81 9.49 0.08
H 8.98 11.05 11.23 0.14
H 8.66 13.01 9.38 0.13
H 9.07 13.36 11.07 0.13
H 10.50 14.12 8.91 0.12
F 15.75 7.03 12.11 0.14
C 15.60 7.76 11.00 -0.12
C 14.53 8.63 10.86 -0.15
F 13.57 8.77 11.81 0.10
C 14.41 9.35 9.70 -0.20
F 13.30 10.23 9.57 -0.20
C 15.23 9.22 8.57 -0.58
S 14.74 10.00 7.13 0.70
C 16.32 8.35 8.75 -0.21
F 17.17 8.15 7.74 0.11
C 16.50 7.64 9.93 -0.12
F 17.52 6.79 10.05 0.15
O 7.25 10.76 7.72 -0.26
S 8.03 11.11 6.57 0.69
O 8.09 10.18 5.48 -0.27
N 9.60 11.34 7.15 -0.12
C 10.02 12.54 6.82 -0.49
O 11.20 12.93 7.16 -0.27
C 9.07 13.39 6.11 -0.15
C 9.27 14.67 5.61 0.03
C 8.23 15.28 4.93 -0.03
C 7.00 14.65 4.78 -0.02
C 6.79 13.37 5.29 0.00
C 7.84 12.76 5.95 -0.19
H 10.24 15.16 5.73 0.13
H 8.37 16.28 4.51 0.13
H 6.19 15.15 4.25 0.13
H 5.83 12.85 5.18 0.14
C 10.76 6.22 6.66 -0.11
N 12.17 6.79 6.61 -0.07
C 12.39 7.41 5.24 -0.10
N 11.38 8.37 4.95 -0.14
C 10.05 7.79 5.03 -0.13
N 9.81 7.23 6.36 -0.13
C 9.65 8.24 7.38 -0.27
P 11.19 9.34 7.54 1.02
C 12.34 7.81 7.68 -0.27
C 11.49 9.59 5.70 -0.29
H 10.58 5.80 7.67 0.15
H 10.70 5.41 5.91 0.16
H 12.86 6.02 6.75 0.21
H 12.36 6.59 4.50 0.16
H 13.38 7.88 5.24 0.14
H 9.96 6.99 4.28 0.15
H 9.30 8.56 4.83 0.11
H 9.45 7.76 8.35 0.11
H 8.78 8.87 7.12 0.06
H 12.19 7.33 8.66 0.11
H 13.37 8.17 7.60 0.00
H 12.49 10.03 5.56 0.06
H 10.74 10.29 5.32 0.09
C 15.88 13.24 8.05 -0.24
Si 14.07 13.28 7.37 0.46
C 14.11 12.89 5.48 -0.24
C 13.51 15.16 7.46 -0.23
H 16.54 13.74 7.31 0.05
H 16.26 12.21 8.19 0.00
H 16.00 13.79 9.01 0.02
H 14.67 13.68 4.95 0.05
H 13.09 12.85 5.06 0.02
H 14.61 11.93 5.27 -0.02
H 13.50 15.58 6.44 0.04
H 14.21 15.77 8.07 0.04
H 12.50 15.28 7.88 -0.01
```

Entry 3:
Formula: H20NeO10
Source: the OMol25 dataset
Level of theory: ωB97M-V with the def2-TZVPD basis set

Properties
LUMO	-0.39	eV
M	200.330	g/mol
HOMO energy	-9.991	eV
frontier orbital gap	0.353	Eh

```
31
Properties=species:S:1:pos:R:3:lowdin_charge:R:1
Ne 0.05 0.47 -0.27 0.05
O 0.62 3.16 0.69 -0.06
H 1.55 2.92 0.70 -0.05
H 0.27 2.78 1.50 0.02
O -0.99 -3.07 -2.75 -0.04
H -0.16 -2.84 -2.34 -0.01
H -1.08 -4.01 -2.62 0.05
O -2.19 2.33 -0.83 -0.07
H -1.24 2.32 -0.80 -0.01
H -2.45 1.48 -0.48 -0.04
O 1.21 -0.85 2.68 -0.07
H 1.78 -0.69 1.93 -0.03
H 0.32 -0.70 2.34 -0.03
O 1.44 -2.12 -1.60 -0.04
H 1.98 -1.36 -1.38 0.02
H 1.48 -2.68 -0.83 0.05
O -1.32 0.05 2.44 -0.04
H -2.01 0.07 1.78 0.00
H -1.18 0.97 2.67 0.05
O 3.18 2.75 0.83 -0.01
H 3.78 2.88 1.57 0.07
H 3.58 2.05 0.32 0.04
O 3.33 -0.67 0.56 -0.03
H 3.98 -0.18 0.07 0.04
H 3.84 -1.22 1.16 0.06
O -2.86 -0.83 -2.69 -0.05
H -3.75 -1.13 -2.86 0.03
H -2.31 -1.60 -2.83 -0.02
O -3.34 0.17 0.41 -0.03
H -4.20 0.12 0.82 0.08
H -3.32 -0.56 -0.20 0.05
```

Entry 4:
Formula: C30H24AsBrNO6PPdS
Source: the OMol25 dataset
Level of theory: ωB97M-V with the def2-TZVPD basis set

Properties
LUMO (spin up / spin down)	4.04 / 4.04	eV
2S+1	3
M	818.810	g/mol
HOMO energy (spin up / spin down)	-1.325 / -2.343	eV
frontier orbital gap (spin up / spin down)	0.197 / 0.235	Eh
charge	-2

```
66
Properties=species:S:1:pos:R:3:lowdin_spin:R:1
Pd -0.72 0.62 -2.10 1.31
O -1.92 -3.09 -3.83 0.00
As -1.92 -1.28 -4.07 0.00
O -2.56 -1.08 -5.56 0.00
O -0.29 -0.92 -3.75 0.09
C -3.00 -0.94 -2.45 0.01
C -3.32 -2.05 -1.65 0.00
C -3.96 -1.88 -0.44 0.01
C -4.29 -0.60 0.02 0.01
C -4.00 0.50 -0.75 0.01
C -3.35 0.34 -1.97 0.01
S -2.92 1.86 -2.83 0.00
O -2.07 1.42 -3.96 0.04
O -4.15 2.50 -3.21 0.01
O -2.13 2.61 -1.83 0.05
H -1.10 -3.35 -4.26 0.00
H -3.03 -3.03 -1.99 0.00
H -4.17 -2.74 0.18 0.00
H -4.76 -0.48 0.99 0.00
H -4.24 1.51 -0.41 0.00
N -0.73 -0.49 -0.28 0.11
P 0.19 -0.38 0.93 0.03
C -0.52 -1.33 2.34 0.01
C -0.93 -2.64 2.06 0.00
C -1.66 -3.37 2.99 0.00
C -2.02 -2.80 4.21 0.00
C -1.62 -1.51 4.50 0.00
C -0.88 -0.78 3.57 0.00
C 1.90 -1.06 0.85 0.00
C 2.57 -1.59 1.96 0.00
C 3.81 -2.21 1.81 0.00
C 4.39 -2.30 0.55 0.00
C 3.73 -1.78 -0.56 0.00
C 2.48 -1.18 -0.41 0.00
C 0.43 1.29 1.64 0.00
C -0.59 2.21 1.37 0.00
C -0.48 3.53 1.80 0.00
C 0.65 3.95 2.49 0.00
C 1.68 3.05 2.75 0.00
C 1.57 1.72 2.33 0.00
H -0.69 -3.06 1.09 0.00
H -1.98 -4.39 2.76 0.00
H -2.61 -3.36 4.92 0.00
H -1.90 -1.05 5.44 0.00
H -0.57 0.24 3.80 0.00
H 2.12 -1.53 2.94 0.00
H 4.32 -2.62 2.67 0.00
H 5.36 -2.78 0.43 0.00
H 4.17 -1.86 -1.55 0.00
H 1.94 -0.82 -1.27 0.00
H -1.43 1.87 0.78 0.00
H -1.27 4.24 1.56 0.00
H 0.74 4.98 2.81 0.00
H 2.57 3.38 3.26 0.00
H 2.38 1.03 2.51 0.00
Br 5.69 2.93 -2.32 0.00
C 3.83 2.43 -2.31 -0.01
C 3.33 1.66 -3.34 0.01
C 1.99 1.27 -3.30 0.03
C 1.15 1.64 -2.24 0.20
C 1.69 2.45 -1.25 0.03
C 3.03 2.85 -1.26 0.01
H 3.97 1.36 -4.16 0.00
H 1.59 0.65 -4.09 0.00
H 1.06 2.80 -0.43 0.00
H 3.43 3.47 -0.47 0.00
```

Entry 5:
Formula: C18H25FeN2O3
Source: the OMol25 dataset
Level of theory: ωB97M-V with the def2-TZVPD basis set

Properties
LUMO (spin up / spin down)	-2.42 / -7.05	eV
2S+1	5
M	373.254	g/mol
HOMO energy (spin up / spin down)	-8.078 / -10.839	eV
frontier orbital gap (spin up / spin down)	0.208 / 0.139	Eh
charge	+1

```
49
Properties=species:S:1:pos:R:3:lowdin_spin:R:1
O 1.48 -2.08 1.28 -0.05
C 1.02 -1.07 0.92 -0.01
Fe 0.67 0.61 0.51 2.48
C 1.95 1.24 1.70 0.04
O 2.79 1.51 2.44 0.01
C 1.95 0.65 -0.84 0.05
O 2.80 0.62 -1.63 0.01
C -0.95 0.55 1.69 0.06
C -1.70 -0.19 0.64 0.03
C -0.90 0.08 -0.59 0.03
C -0.69 1.43 -0.91 0.09
C -0.56 2.34 0.13 0.15
C -0.71 1.91 1.45 0.08
H -0.94 0.17 2.71 0.00
H -1.77 -1.27 0.87 0.00
H -2.75 0.17 0.55 0.01
H -0.83 -0.69 -1.37 0.00
H -0.51 1.73 -1.95 0.00
H -0.22 3.36 -0.08 0.01
H -0.53 2.60 2.28 0.00
C 1.70 -4.61 4.24 0.00
C 1.16 -6.06 4.23 0.00
C -0.31 -5.97 4.67 0.01
N -0.65 -4.57 4.60 0.08
C -1.84 -4.20 5.28 0.05
C -2.25 -2.76 4.98 0.08
C -3.52 -2.38 5.77 0.01
C -4.27 -1.43 4.83 0.00
C -3.80 -1.83 3.41 0.07
N -2.56 -2.49 3.63 0.54
C 0.52 -3.72 4.71 0.01
H 2.56 -4.50 4.91 0.00
H 2.00 -4.29 3.24 0.00
H 1.21 -6.49 3.22 0.00
H 1.73 -6.71 4.90 0.00
H -1.00 -6.54 4.03 0.00
H -0.43 -6.38 5.69 0.00
H -2.65 -4.88 4.97 0.00
H -1.75 -4.30 6.39 0.02
H -1.43 -2.11 5.35 0.04
H -4.10 -3.29 5.96 0.00
H -3.27 -1.93 6.74 0.00
H -5.35 -1.52 4.95 0.00
H -3.99 -0.40 5.06 0.00
H -4.55 -2.50 2.95 0.03
H -3.72 -0.96 2.75 0.03
H -2.04 -2.91 2.87 0.01
H 0.68 -3.35 5.74 0.00
H 0.41 -2.82 4.08 0.00
```

Entry 6:
Formula: C11H14N4
Source: the OMol25 dataset
Level of theory: ωB97M-V with the def2-TZVPD basis set

Properties
LUMO (spin up / spin down)	-8.36 / -11.21	eV
2S+1	3
M	202.261	g/mol
HOMO energy (spin up / spin down)	-14.265 / -18.013	eV
frontier orbital gap (spin up / spin down)	0.217 / 0.250	Eh
charge	+2

```
29
Properties=species:S:1:pos:R:3:lowdin_spin:R:1
C 0.19 4.54 1.66 0.00
C -0.49 2.86 -0.03 -0.01
C 0.99 2.25 1.80 0.00
C -0.49 1.52 -0.39 0.04
C 0.87 0.96 1.33 0.04
C 0.33 3.21 1.13 0.03
C -0.04 -0.73 -0.25 0.40
C -0.59 -2.96 -0.34 0.05
C 0.01 -2.46 -1.69 0.05
C -1.65 -1.42 1.50 0.05
C 1.56 -0.60 -2.16 0.06
N 0.07 5.61 1.98 0.02
N 0.15 0.55 0.34 0.04
N -0.67 -1.66 0.42 0.51
N 0.46 -1.10 -1.45 0.50
H -1.17 3.62 -0.37 0.00
H 1.68 2.36 2.66 0.00
H -0.94 1.08 -1.28 0.00
H 1.40 0.19 1.99 0.00
H -1.58 -3.46 -0.36 0.01
H -0.05 -3.73 0.23 0.03
H 0.90 -3.09 -2.07 0.01
H -0.76 -2.43 -2.62 0.04
H -1.26 -0.62 2.20 0.01
H -2.47 -0.90 0.94 0.03
H -1.90 -2.34 1.89 0.00
H 1.50 0.47 -2.17 0.01
H 1.40 -0.85 -3.22 0.00
H 2.57 -0.87 -1.67 0.04
```

Results for calculated total energy: -440.99119; -3673.67662; -893.33163; -7341.01019; -2299.35806; -645.75188 (in Ha, following the order of the records).